Record 1
Formula: C16H32O
Source: the OMol25 dataset
Level of theory: wB97M-V/def2-TZVPD

Results
Energy relative to the best compared isomer or geometry (same formula, charge and spin) = 2.0068 eV
Total energy = -19157.1489 eV

Geometry as ORCA input:
```
! RIJCOSX wB97M-V def2-TZVPD def2/J DEFGRID3
* xyz 0 1
C 0.42010 -2.63803 -3.88983
C 0.18358 -2.99448 -2.43224
C 1.48410 -2.95904 -1.65728
C 1.17596 -3.14236 -0.21800
O 0.79191 -4.44534 -0.02770
C 0.10287 -2.28318 0.56138
C 0.56553 -0.86623 0.44789
C -0.31598 0.32367 0.86778
C -1.47076 0.48918 -0.21959
C -2.85340 0.18478 0.32644
C -1.52530 1.82508 -0.79981
C -1.33023 3.04276 0.18017
C -0.63369 2.61031 1.42752
C -0.26906 3.80532 2.30775
C 0.50152 1.63074 1.16984
C 1.60917 2.09266 0.11960
C 1.23403 1.35334 2.51627
H 0.80863 -1.62413 -4.03392
H 1.13864 -3.37519 -4.26443
H -0.51347 -2.84751 -4.44355
H -0.16191 -4.10105 -2.42260
H -0.72456 -2.41524 -2.01897
H 2.01100 -2.05982 -1.75537
H 2.15416 -3.76178 -1.98467
H 2.16541 -2.84153 0.23619
H 1.12694 -4.82416 0.74432
H -0.92175 -2.27050 0.24134
H 0.14320 -2.57920 1.62166
H 0.91675 -0.63814 -0.60853
H 1.49086 -0.86447 1.01447
H -0.83207 0.03922 1.82901
H -1.38229 -0.25456 -1.04996
H -3.18484 0.99265 0.96949
H -3.43680 0.21446 -0.50640
H -2.75180 -0.72661 0.89627
H -0.70190 1.87346 -1.61720
H -2.49056 1.99921 -1.36996
H -2.29604 3.55627 0.45460
H -0.68692 3.78536 -0.32238
H -1.33793 2.09683 2.02881
H -1.10784 4.50817 2.52644
H 0.18678 3.41995 3.24486
H 0.57333 4.33947 1.90712
H 2.19697 2.93198 0.50794
H 1.19416 2.29539 -0.85864
H 2.29151 1.25477 -0.01711
H 1.81189 2.19910 2.84444
H 0.56477 0.98088 3.25379
H 2.08532 0.66752 2.27275
*
```

***

Record 2
Formula: C6H9FO
Source: the OMol25 dataset
Level of theory: wB97M-V/def2-TZVPD

Results
Energy relative to the best compared isomer or geometry (same formula, charge and spin) = 3.6916 eV
Total energy = -11128.4195 eV

Geometry as ORCA input:
```
! RIJCOSX wB97M-V def2-TZVPD def2/J DEFGRID3
* xyz 0 1
C -2.62174 -0.06356 0.01504
O -1.58469 -1.00422 0.30701
C -0.23741 -0.50203 -0.09039
C 1.02756 -1.35874 -0.12147
C 2.18926 -0.64186 -0.03809
C 1.79544 0.74067 0.16140
C 0.26283 0.85351 0.57825
F -0.42207 1.77217 -0.33011
H -2.33549 0.92534 0.17984
H -2.92811 -0.33244 -1.16280
H -3.51621 -0.23729 0.56601
H -0.47262 -0.04184 -1.16174
H 0.92102 -2.54114 -0.09143
H 3.07208 -1.38406 -0.17895
H 2.56211 1.56863 0.61063
H 1.91523 1.13488 -0.96606
H 0.37282 1.11198 1.72286
*
```

***

Record 3
Formula: C21H30NO14P
Source: the OMol25 dataset
Level of theory: wB97M-V/def2-TZVPD

Results
Total energy = -61708.6716 eV

Geometry as ORCA input:
```
! RIJCOSX wB97M-V def2-TZVPD def2/J DEFGRID3
* xyz 0 1
C -1.26727 -1.06885 3.86646
C -0.96758 -0.62445 2.42394
C -2.03956 0.25418 1.81470
O -2.29371 1.44887 2.59287
C -1.23471 2.08717 3.08383
C -1.19476 2.59672 4.33212
C -0.03874 3.38641 4.76046
O -0.07390 4.20483 5.64886
C 1.23644 3.14494 4.02718
C 1.21307 2.68601 2.76496
P 2.68997 2.43338 1.77331
N 2.84259 3.31454 0.52565
O 2.57305 0.86835 1.43482
O 3.83633 2.51538 2.90028
C -0.10639 2.38640 2.14126
O -0.25322 2.41120 0.96011
H -2.30130 -0.85071 4.13727
H -1.11884 -2.14587 3.98594
H -0.60627 -0.57347 4.59041
H -0.88648 -1.49420 1.75797
H 0.01136 -0.12097 2.37920
H -1.80337 0.52736 0.78075
H -2.99049 -0.28112 1.81768
H -2.02786 2.46028 5.01650
H 2.16290 3.38315 4.54866
H 3.70111 3.85466 0.52570
H 2.39505 0.30370 2.20508
H 4.36818 1.70679 2.95786
C 0.20290 1.45592 -2.08617
C 0.35712 -0.01179 -2.37724
C -0.24671 -0.51454 -3.66857
O -0.53821 -1.89002 -3.35555
C -0.70595 -1.99081 -2.02852
O -1.12057 -2.97306 -1.48199
O -0.33980 -0.84824 -1.40746
H 0.56649 1.68494 -1.08662
H 0.78978 2.02119 -2.80767
H -0.84142 1.76511 -2.14785
H 1.41322 -0.29672 -2.33546
H 0.45370 -0.43682 -4.49311
H -1.18481 -0.00707 -3.90176
C -5.06634 -6.50496 -0.26412
C -4.77847 -5.09388 0.16954
C -3.37322 -4.58402 -0.08722
O -3.20974 -3.63668 0.98217
C -4.01817 -4.00150 1.99879
O -3.99416 -3.51859 3.08826
O -4.86256 -4.97504 1.60697
H -6.04483 -6.82314 0.09246
H -5.05823 -6.56430 -1.35236
H -4.31692 -7.19012 0.13330
H -5.51175 -4.40018 -0.25164
H -3.22963 -4.09304 -1.04175
H -2.62610 -5.37098 0.03358
C 3.95755 3.42387 -2.68359
C 4.01393 2.15873 -3.49456
C 4.84185 2.18679 -4.76702
O 4.16631 1.22481 -5.59526
C 2.88174 1.16214 -5.19616
O 2.00792 0.57512 -5.75597
O 2.71442 1.84134 -4.04181
H 3.22252 3.32924 -1.88452
H 4.93160 3.61620 -2.23379
H 3.68173 4.27261 -3.31063
H 4.31473 1.31231 -2.87065
H 5.87745 1.88729 -4.63710
H 4.79224 3.16136 -5.25732
*
```

***

| no. | orbital gap (eV) | maximum force (eV/Å) |
| --- | --- | --- |
| 1 | 10.4083 | 4.243 |
| 2 | 10.0880 | 6.590 |
| 3 | 8.2975 | 1.410 |